# 1
DFT (wB97M-V/def2-TZVPD) results for one molecule with the formula C2H2ClF2P in a non-equilibrium geometry.

Element x y z (Å)
Cl -1.54 -1.41 0.03
P -0.31 1.05 1.44
F 1.49 1.01 -0.69
F 0.32 -0.09 -2.00
C 0.72 -0.13 -0.76
C -0.55 -0.06 0.28
H -1.57 0.69 2.16
H 1.44 -1.06 -0.47

The value obtained for the HOMO energy is -9.9 eV. The LUMO energy is -0.4 eV. The calculation puts the frontier orbital gap at 9.58 eV. Its SMILES is [H]/P=C(\Cl)C(F)F. The spin multiplicity is 1. The energy above the lowest of the compared OMol25 structures with the same formula, charge and spin comes out at 6.5 kcal per mole.



# 2
DFT (wB97M-V/def2-TZVPD) results for one molecule with the formula C19H21N9O6 in a non-equilibrium geometry.

Element x y z (Å)
O 2.82 -1.52 -2.06
O 4.34 0.10 -1.53
O 3.11 1.37 3.29
O 1.47 0.43 4.40
O -0.64 -2.76 2.16
O -0.57 -3.85 0.18
N 3.49 -0.69 -1.14
N 6.70 3.31 1.68
N 0.02 -3.12 0.96
N 4.48 0.38 1.43
N 2.18 0.50 3.37
N 8.28 1.35 2.82
N 2.00 -2.41 -1.42
N 7.42 -1.27 2.89
N 0.09 -1.86 2.91
C 1.22 -2.41 0.98
C 2.12 -2.08 -0.08
C 4.94 1.63 1.30
C 7.04 1.04 2.39
C 2.95 -0.93 0.09
C 2.05 -0.37 2.24
C 8.86 -1.04 2.73
C 8.79 2.70 2.85
C 7.02 -2.67 2.78
C 1.19 -1.56 2.14
C 7.70 3.76 2.63
C 6.55 -0.29 2.47
C 5.96 4.40 1.04
C 5.88 -3.09 3.67
C 9.20 0.33 3.31
C 5.24 -0.56 2.00
C 6.07 4.45 -0.46
C 2.91 0.09 1.12
C 6.22 2.03 1.77
H 6.79 -2.86 1.72
H 7.10 4.57 -0.80
H 4.27 2.40 0.90
H 4.94 -2.56 3.54
H 8.17 4.66 2.19
H 10.24 0.60 3.04
H 5.52 5.32 -0.80
H 6.38 5.31 1.46
H 6.14 -3.02 4.72
H 9.28 2.91 3.81
H 7.25 4.05 3.61
H 5.69 -4.14 3.45
H 4.91 4.32 1.35
H 7.91 -3.23 3.06
H 9.21 -1.12 1.67
H 9.40 -1.81 3.33
H 5.66 3.57 -0.95
H 2.72 1.24 0.79
H 9.61 2.84 2.10
H 4.80 -1.55 2.07
H 9.21 0.28 4.43

The value obtained for the HOMO energy is -7.8 eV. The LUMO energy is -0.5 eV. The calculation puts the frontier orbital gap at 7.29 eV. The spin multiplicity is 1.



# 3
DFT (wB97M-V/def2-TZVPD) results for C10H13MnN4SSe3Te as an isolated structure in a non-equilibrium geometry.

Element x y z (Å)
Te -4.64 1.19 -0.80
Se -4.64 -0.85 0.73
Se -2.69 2.39 0.22
Se -2.58 -1.82 0.22
Mn -1.38 0.36 0.07
S -1.04 0.30 -2.20
N 1.43 0.32 -3.24
N -1.04 0.36 2.03
N 1.40 0.22 -0.99
N 0.62 0.26 0.11
C 0.78 -1.50 -4.81
C -1.97 0.39 2.99
C -1.66 0.33 4.34
C 1.19 0.20 1.27
C 0.68 0.27 -2.10
C 2.66 0.09 1.48
C 0.64 0.21 3.72
C -0.33 0.24 4.71
C 0.90 0.00 -4.56
C 0.25 0.26 2.38
H 2.90 -0.78 2.10
H -0.05 0.19 5.75
H -2.99 0.47 2.65
H 0.45 -1.69 -5.83
H 1.73 -2.00 -4.65
H 3.05 0.98 1.99
H 3.15 -0.01 0.52
H 1.56 0.46 -5.30
H 2.40 0.09 -3.08
H 1.69 0.13 3.96
H 0.04 -1.92 -4.13
H -2.45 0.35 5.07
H -0.07 0.48 -4.64

The value obtained for the HOMO energy (spin up / spin down) is -3.7 / -3.5 eV. The LUMO energy (spin up / spin down) is 2.7 / 2.7 eV. The calculation puts the frontier orbital gap (spin up / spin down) at 6.39 / 6.26 eV. The charge is -1. The spin multiplicity is 2.



# 4
DFT (wB97M-V/def2-TZVPD) results for one molecule with the formula C4H6N2OS in a non-equilibrium geometry.

Element x y z (Å)
S 1.19 -0.45 1.51
O 0.45 1.14 -0.37
N -0.61 -2.16 0.21
N -0.52 0.10 -0.40
C -1.36 0.15 -1.52
C 0.80 1.35 1.07
C -0.03 -1.06 0.27
C -1.32 1.09 -2.48
H 1.63 2.05 1.01
H -2.40 -0.61 -1.52
H -0.12 1.72 1.59
H 0.10 -2.76 0.79
H -2.07 1.04 -3.31
H -0.39 1.81 -2.54

The value obtained for the HOMO energy is -8.5 eV. The LUMO energy is 0.5 eV. The calculation puts the frontier orbital gap at 9.06 eV. Its SMILES is [H]/N=C1\SCON1C=C. The spin multiplicity is 1. The energy above the lowest of the compared OMol25 structures with the same formula, charge and spin comes out at 123.8 kcal per mole.